# 1
C5H9N3OS | wB97M-V/def2-TZVPD

Computed properties:
- Structure (SMILES): Cn1cnc([S@](C)(=N)=O)c1
- LUMO energy: 0.692 eV
- E_HOMO: -0.327 Eh
- E_tot: -833.4950 a.u.
- F_max: 0.04481 Eh/bohr

```
19
Properties=species:S:1:pos:R:3:mulliken_charge:R:1
S 0.837 -1.245 1.756 0.86
O 1.686 -0.389 2.575 -0.62
N 0.196 -0.529 -1.127 -0.53
N -0.291 -2.046 2.362 -0.64
N -0.669 1.489 -1.164 0.15
C -0.337 0.397 -1.903 -0.08
C -1.378 2.696 -1.515 -0.83
C 1.694 -2.468 0.867 -0.91
C 0.106 -0.130 0.159 -0.04
C -0.375 1.163 0.119 -0.30
H 2.380 -2.011 0.165 0.38
H -0.748 -1.859 3.257 0.26
H 0.908 -2.739 0.244 0.36
H -0.486 0.204 -3.026 0.31
H -2.417 2.765 -1.083 0.32
H -0.690 1.863 0.897 0.38
H -1.615 2.546 -2.557 0.33
H -0.853 3.667 -1.317 0.27
H 2.052 -3.373 1.289 0.34
```



# 2
C2H2F3NO2 | wB97M-V/def2-TZVPD

Computed properties:
- Structure (SMILES): O=[N+]([O-])CC(F)(F)F
- LUMO energy: 0.017 eV
- E_HOMO: -0.442 Eh
- E_tot: -582.1503 a.u.
- F_max: 0.05935 Eh/bohr

```
10
Properties=species:S:1:pos:R:3:mulliken_charge:R:1
F 0.719 1.655 -0.255 -0.27
F 0.404 0.841 1.740 -0.22
F 2.163 0.333 0.631 -0.25
O -1.935 0.307 0.363 -0.52
O -1.673 -0.463 -1.618 -0.56
N -1.341 -0.248 -0.508 1.01
C 0.845 0.510 0.504 0.84
C 0.079 -0.639 -0.192 -0.72
H 0.605 -0.887 -1.138 0.37
H 0.134 -1.410 0.473 0.31
```